1.
{"formula": "C34H31Cl4FGeN5O6W", "method": "ωB97M-V/def2-TZVPD", "homo_energy_ev": [-11.1, -12.0], "multiplicity": 2, "total_energy_ha": -6123.85153, "de_lowest_ev": 2.443, "orbital_gap_ev": [5.75, 6.67], "molar_mass_g_mol": 1022.9, "total_charge": 2, "s_squared": 0.76, "symbols": ["W", "Cl", "C", "C", "C", "C", "O", "C", "C", "N", "C", "C", "C", "C", "C", "C", "C", "C", "N", "C", "C", "H", "H", "H", "H", "H", "H", "H", "H", "H", "H", "C", "C", "N", "C", "C", "C", "O", "O", "C", "O", "C", "C", "C", "F", "C", "C", "C", "N", "C", "C", "N", "C", "C", "H", "H", "H", "H", "H", "H", "H", "H", "H", "H", "H", "H", "H", "H", "H", "H", "H", "H", "C", "C", "O", "O", "H", "H", "H", "Cl", "Ge", "Cl", "Cl"], "positions_angstrom": [[0.34, -0.01, 0.75], [-5.13, -3.19, -3.02], [-4.03, -2.28, -2.02], [-4.53, -1.23, -1.24], [-3.68, -0.48, -0.45], [-2.32, -0.80, -0.43], [-1.53, -0.11, 0.39], [-1.81, -1.84, -1.22], [-0.41, -2.08, -1.37], [0.55, -1.49, -0.72], [1.89, -1.70, -1.20], [2.37, -2.79, -1.86], [3.71, -2.81, -2.32], [4.54, -1.75, -2.13], [4.07, -0.60, -1.44], [4.84, 0.56, -1.19], [4.29, 1.62, -0.51], [2.97, 1.51, -0.03], [2.25, 0.43, -0.25], [2.76, -0.61, -0.96], [-2.70, -2.58, -2.03], [-5.59, -1.01, -1.25], [-4.04, 0.31, 0.18], [-0.13, -2.78, -2.15], [1.76, -3.67, -2.02], [4.07, -3.70, -2.82], [5.56, -1.76, -2.49], [5.86, 0.61, -1.54], [4.86, 2.52, -0.31], [2.52, 2.29, 0.57], [-2.33, -3.39, -2.65], [-0.58, 7.09, -2.74], [-1.75, 6.15, -2.55], [-1.32, 4.77, -2.28], [-1.33, 4.32, -1.01], [-0.89, 3.09, -0.62], [-1.01, 2.65, 0.80], [-1.95, 2.89, 1.49], [0.08, 1.94, 1.13], [-0.41, 2.17, -1.58], [-0.05, 0.99, -1.34], [-0.42, 2.65, -2.97], [-0.01, 1.78, -4.00], [-0.06, 2.20, -5.29], [0.29, 1.35, -6.27], [-0.50, 3.49, -5.64], [-0.90, 4.34, -4.64], [-0.88, 3.93, -3.29], [-0.57, 3.95, -6.99], [-1.91, 4.03, -7.56], [-1.92, 5.00, -8.72], [-0.90, 4.57, -9.74], [0.47, 4.44, -9.12], [0.39, 3.46, -7.97], [-0.94, 8.10, -2.94], [0.06, 6.80, -3.58], [0.04, 7.13, -1.84], [-2.42, 6.13, -3.41], [-2.36, 6.45, -1.70], [-1.73, 5.01, -0.27], [0.32, 0.78, -3.75], [-1.20, 5.34, -4.91], [-2.61, 4.39, -6.81], [-2.27, 3.04, -7.89], [-1.62, 6.00, -8.41], [-2.89, 5.05, -9.22], [-0.88, 5.22, -10.52], [-1.17, 3.66, -10.13], [0.75, 5.44, -8.79], [1.15, 4.11, -9.90], [1.38, 3.39, -7.52], [0.14, 2.46, -8.35], [3.44, -1.03, 3.33], [2.38, -0.55, 2.42], [1.96, 0.62, 2.36], [1.80, -1.37, 1.61], [3.84, -0.21, 3.92], [4.23, -1.51, 2.76], [3.01, -1.79, 3.99], [0.29, -3.43, 3.59], [-0.71, -2.20, 2.14], [-2.77, -2.79, 2.26], [-0.70, -0.13, 3.21]]}


2.
{"formula": "C5H13N2O", "method": "ωB97M-V/def2-TZVPD", "homo_energy_ev": -12.7, "multiplicity": 1, "smiles": "C[NH2+]CC[C@@H](N)C=O", "total_energy_ha": -382.71830, "de_lowest_ev": 3.900, "orbital_gap_ev": 9.59, "molar_mass_g_mol": 117.2, "total_charge": 1, "symbols": ["C", "N", "C", "C", "C", "N", "C", "O", "H", "H", "H", "H", "H", "H", "H", "H", "H", "H", "H", "H", "H"], "positions_angstrom": [[-0.89, -2.58, 0.14], [-1.13, -1.18, -0.27], [-0.06, -0.66, -1.28], [0.89, 0.38, -0.61], [0.24, 1.65, 0.06], [-0.57, 1.47, 1.20], [1.64, 2.28, 0.52], [1.76, 2.56, 1.63], [-1.53, -2.79, 0.90], [0.21, -2.50, 0.69], [-0.92, -3.52, -0.55], [-2.06, -1.22, -0.63], [-1.24, -0.44, 0.47], [0.52, -1.56, -1.75], [-0.63, -0.37, -2.12], [1.33, -0.41, 0.12], [1.62, 0.87, -1.19], [-0.22, 2.33, -0.65], [-0.30, 1.09, 2.10], [-1.01, 2.39, 1.47], [2.34, 2.23, -0.25]]}